[1]
{"formula": "C4H6S2", "method": "ωB97M-V/def2-TZVPD", "species": ["C", "C", "C", "S", "C", "S", "H", "H", "H", "H", "H", "H"], "xyz": [[0.59, 0.18, 1.23], [-0.20, -0.18, 0.02], [0.58, -0.18, -1.23], [-1.45, -1.48, 0.18], [-1.61, 0.27, -0.12], [-2.80, 1.32, -0.16], [0.77, 1.26, 1.18], [1.51, -0.34, 1.13], [0.00, -0.15, 2.06], [1.57, -0.69, -0.89], [0.77, 0.88, -1.56], [0.26, -0.89, -1.85]], "max_force_ev_per_a": 5.852, "homo_lumo_gap_ev": 8.37, "spin_multiplicity": 1, "lumo_energy_ev": -0.22, "smiles": "CC1(C)SC1=S", "charge": 0}

[2]
{"formula": "C15H16N3O7RuSSe", "method": "ωB97M-V/def2-TZVPD", "species": ["Ru", "C", "C", "C", "O", "C", "O", "O", "H", "H", "H", "H", "H", "H", "H", "C", "C", "C", "C", "C", "C", "C", "S", "O", "O", "N", "C", "C", "O", "O", "H", "H", "H", "H", "H", "H", "H", "H", "H", "Se", "C", "N", "N", "C"], "xyz": [[0.83, -0.26, -1.07], [3.90, 0.81, 1.10], [2.69, 0.08, 1.67], [2.94, -0.39, 3.10], [2.46, -1.03, 0.82], [1.50, 1.05, 1.62], [1.30, 1.83, 2.54], [0.77, 0.99, 0.56], [4.77, 0.14, 1.12], [4.11, 1.70, 1.70], [3.72, 1.10, 0.06], [3.90, -0.90, 3.15], [2.15, -1.08, 3.41], [2.94, 0.46, 3.78], [1.72, -1.55, 1.19], [-3.99, 2.88, -0.79], [-3.30, 1.63, -0.33], [-2.84, 1.51, 0.98], [-2.11, 0.40, 1.38], [-1.86, -0.61, 0.46], [-2.34, -0.52, -0.84], [-3.05, 0.60, -1.22], [-0.86, -2.01, 0.91], [-1.73, -3.16, 0.98], [-0.16, -1.62, 2.13], [0.23, -2.15, -0.24], [0.10, -3.18, -1.26], [-0.06, -2.56, -2.65], [-0.31, -3.29, -3.61], [0.10, -1.30, -2.72], [-4.21, 3.55, 0.04], [-4.92, 2.65, -1.31], [-3.35, 3.42, -1.50], [-3.00, 2.32, 1.68], [-1.68, 0.33, 2.37], [-2.10, -1.29, -1.56], [-3.37, 0.70, -2.26], [-0.73, -3.85, -1.05], [1.02, -3.77, -1.26], [-1.07, 3.49, -3.73], [-0.36, 2.17, -2.75], [0.10, 1.33, -2.09], [3.58, -0.32, -2.53], [2.55, -0.30, -2.00]], "max_force_ev_per_a": 1.497, "homo_lumo_gap_ev": [7.07, 7.22], "spin_multiplicity": 2, "lumo_energy_ev": [4.53, 4.53], "s_squared": 0.757, "charge": -2}

[3]
{"formula": "C45H56GeN4Si4TeV", "method": "ωB97M-V/def2-TZVPD", "species": ["V", "C", "C", "C", "C", "C", "C", "N", "C", "C", "C", "C", "C", "C", "N", "N", "C", "C", "C", "C", "C", "N", "H", "H", "H", "H", "H", "H", "H", "H", "H", "H", "H", "H", "H", "C", "Ge", "C", "C", "C", "C", "C", "C", "C", "C", "C", "C", "C", "C", "C", "C", "C", "C", "C", "C", "H", "H", "H", "H", "H", "H", "H", "H", "H", "H", "H", "H", "H", "H", "H", "H", "C", "Si", "C", "C", "Si", "Te", "Si", "C", "C", "C", "Si", "C", "C", "C", "H", "H", "H", "H", "H", "H", "H", "H", "H", "H", "H", "H", "H", "H", "H", "H", "H", "H", "H", "H", "H", "H", "H", "H", "H", "H", "H"], "xyz": [[-0.96, -2.55, 2.28], [3.61, -4.76, 3.79], [3.15, -3.82, 4.71], [1.81, -3.49, 4.77], [0.87, -4.09, 3.91], [1.35, -5.05, 3.01], [2.70, -5.37, 2.94], [-0.46, -3.69, 3.84], [-1.21, -3.41, 4.97], [-0.94, -3.74, 6.29], [-1.83, -3.41, 7.30], [-3.01, -2.73, 7.01], [-3.31, -2.38, 5.70], [-2.41, -2.69, 4.68], [-2.53, -2.41, 3.35], [-3.73, -1.96, 2.83], [-3.70, -2.04, 1.53], [-4.86, -1.77, 0.75], [-4.87, -2.03, -0.58], [-3.70, -2.56, -1.21], [-2.59, -2.73, -0.45], [-2.55, -2.50, 0.88], [4.66, -5.01, 3.74], [3.85, -3.32, 5.36], [1.46, -2.72, 5.46], [0.63, -5.53, 2.36], [3.03, -6.11, 2.22], [-0.03, -4.29, 6.54], [-1.60, -3.68, 8.33], [-3.70, -2.47, 7.81], [-4.21, -1.84, 5.44], [-5.73, -1.37, 1.25], [-5.76, -1.83, -1.16], [-3.67, -2.74, -2.28], [-1.66, -3.06, -0.89], [-0.06, -1.04, 2.59], [0.81, -0.07, 1.19], [1.04, -1.50, -0.19], [1.07, -2.81, 0.29], [1.34, -3.90, -0.54], [1.61, -3.70, -1.88], [1.62, -2.39, -2.37], [1.34, -1.32, -1.54], [2.82, -0.07, 1.53], [3.62, 1.02, 1.21], [5.01, 0.98, 1.35], [5.62, -0.17, 1.84], [4.84, -1.26, 2.18], [3.46, -1.22, 2.01], [0.61, 1.86, 1.74], [1.06, 2.04, 3.05], [1.03, 3.28, 3.67], [0.56, 4.39, 2.98], [0.11, 4.24, 1.68], [0.14, 2.98, 1.07], [-0.11, -0.54, 3.56], [1.03, -3.03, 1.36], [1.34, -4.90, -0.12], [1.82, -4.53, -2.54], [1.84, -2.21, -3.42], [1.30, -0.32, -1.95], [3.16, 1.94, 0.85], [5.60, 1.85, 1.08], [6.70, -0.20, 1.96], [5.30, -2.16, 2.57], [2.87, -2.09, 2.29], [1.45, 1.19, 3.60], [1.38, 3.38, 4.69], [0.53, 5.36, 3.46], [-0.27, 5.09, 1.13], [-0.23, 2.87, 0.05], [-2.17, 5.07, -4.41], [-1.70, 4.27, -2.75], [-0.51, 5.48, -1.91], [-3.28, 4.21, -1.73], [-0.80, 2.12, -2.98], [-1.34, 0.67, -1.05], [1.44, 2.43, -3.57], [2.50, 2.78, -2.05], [1.61, 3.92, -4.73], [2.20, 0.97, -4.49], [-1.89, 1.08, -4.76], [-1.47, -0.76, -4.81], [-3.76, 1.22, -4.56], [-1.45, 1.81, -6.47], [-2.62, 6.06, -4.25], [-2.90, 4.45, -4.94], [-1.30, 5.19, -5.06], [-0.99, 6.44, -1.72], [0.37, 5.66, -2.55], [-0.14, 5.08, -0.96], [-3.61, 5.22, -1.45], [-3.13, 3.62, -0.82], [-4.08, 3.73, -2.29], [2.10, 3.63, -1.49], [3.53, 3.00, -2.33], [2.52, 1.91, -1.38], [1.30, 4.84, -4.24], [1.00, 3.80, -5.63], [2.65, 4.05, -5.05], [2.43, 0.15, -3.80], [3.14, 1.26, -4.97], [1.54, 0.59, -5.27], [-1.67, -1.20, -3.83], [-0.42, -0.93, -5.05], [-2.08, -1.27, -5.57], [-4.06, 0.82, -3.58], [-4.28, 0.64, -5.34], [-4.11, 2.25, -4.63], [-0.39, 1.64, -6.69], [-1.63, 2.88, -6.49], [-2.03, 1.35, -7.27]], "max_force_ev_per_a": 1.556, "homo_lumo_gap_ev": [5.11, 5.12], "spin_multiplicity": 2, "lumo_energy_ev": [4.07, 4.07], "s_squared": 0.820, "charge": -2}

[4]
{"formula": "C35H36KN4P2S", "method": "ωB97M-V/def2-TZVPD", "species": ["K", "C", "C", "N", "N", "C", "N", "S", "C", "C", "C", "C", "C", "N", "H", "H", "H", "H", "H", "H", "H", "H", "H", "H", "C", "C", "P", "C", "C", "C", "C", "C", "C", "C", "C", "C", "C", "C", "C", "C", "P", "C", "C", "C", "C", "C", "C", "C", "C", "C", "C", "C", "C", "H", "H", "H", "H", "H", "H", "H", "H", "H", "H", "H", "H", "H", "H", "H", "H", "H", "H", "H", "H", "H", "H", "H", "H", "H", "H"], "xyz": [[-1.35, 0.59, 0.11], [-5.34, 4.28, -0.08], [-4.10, 3.40, -0.31], [-4.00, 2.27, 0.27], [-5.08, 1.76, 0.94], [-5.13, 0.47, 1.42], [-6.29, 0.15, 1.93], [-3.88, -0.67, 1.28], [-2.96, 3.97, -1.12], [-2.94, 5.29, -1.61], [-1.75, 5.87, -2.00], [-0.61, 5.11, -1.94], [-0.72, 3.78, -1.58], [-1.87, 3.23, -1.12], [-5.75, 4.14, 0.92], [-6.11, 4.14, -0.83], [-5.08, 5.34, -0.06], [-5.96, 2.24, 0.88], [-7.06, 0.78, 2.03], [-6.38, -0.79, 2.30], [-3.82, 5.91, -1.57], [-1.65, 6.89, -2.42], [0.36, 5.48, -2.22], [0.10, 3.08, -1.53], [2.37, -1.78, 0.15], [2.81, -0.66, 1.08], [2.46, 0.94, 0.29], [3.24, 0.70, -1.34], [4.61, 0.56, -1.57], [5.08, 0.40, -2.84], [4.23, 0.62, -3.91], [2.87, 0.81, -3.71], [2.37, 0.86, -2.41], [3.62, 2.14, 0.99], [3.91, 3.28, 0.24], [4.79, 4.22, 0.77], [5.35, 4.08, 2.03], [5.08, 2.96, 2.76], [4.22, 1.96, 2.22], [1.75, -3.01, 0.88], [-0.05, -2.93, 1.08], [-0.72, -3.38, -0.51], [0.08, -3.64, -1.63], [-0.56, -3.95, -2.84], [-1.94, -3.93, -2.94], [-2.70, -3.57, -1.82], [-2.11, -3.31, -0.63], [-0.67, -4.28, 2.15], [-1.39, -4.01, 3.31], [-1.92, -5.04, 4.06], [-1.69, -6.38, 3.67], [-0.99, -6.66, 2.48], [-0.50, -5.60, 1.73], [3.24, -2.10, -0.44], [1.60, -1.40, -0.52], [3.88, -0.74, 1.27], [2.37, -0.72, 2.07], [5.27, 0.60, -0.73], [6.15, 0.26, -3.05], [4.59, 0.76, -4.90], [2.21, 0.98, -4.55], [1.32, 1.07, -2.28], [3.43, 3.45, -0.72], [4.93, 5.09, 0.14], [5.95, 4.85, 2.44], [5.45, 2.84, 3.77], [3.97, 1.11, 2.83], [2.09, -3.05, 1.94], [2.14, -3.95, 0.46], [1.15, -3.75, -1.58], [0.00, -4.18, -3.76], [-2.47, -4.13, -3.87], [-3.77, -3.54, -1.92], [-2.71, -3.13, 0.26], [-1.59, -2.95, 3.57], [-2.48, -4.84, 4.95], [-2.17, -7.16, 4.25], [-0.84, -7.71, 2.18], [0.04, -5.75, 0.78]], "max_force_ev_per_a": 2.315, "homo_lumo_gap_ev": 7.47, "spin_multiplicity": 1, "lumo_energy_ev": -2.59, "charge": 1}

[5]
{"formula": "C12H29BClN", "method": "ωB97M-V/def2-TZVPD", "species": ["C", "C", "C", "B", "Cl", "H", "H", "H", "H", "H", "H", "H", "H", "H", "C", "C", "C", "N", "C", "C", "C", "C", "C", "C", "H", "H", "H", "H", "H", "H", "H", "H", "H", "H", "H", "H", "H", "H", "H", "H", "H", "H", "H", "H"], "xyz": [[3.32, 0.06, 2.99], [2.32, -1.06, 3.19], [0.87, -0.61, 3.50], [0.28, 0.71, 2.75], [0.14, 2.20, 3.97], [3.36, 0.70, 3.87], [4.33, -0.33, 2.84], [3.07, 0.69, 2.13], [2.69, -1.67, 4.02], [2.33, -1.73, 2.32], [0.22, -1.46, 3.23], [0.76, -0.51, 4.58], [0.96, 1.08, 1.79], [-0.88, 0.50, 2.37], [-1.80, -1.96, 0.82], [-0.62, -2.15, -0.14], [0.15, -0.86, -0.35], [-0.48, 0.24, -1.23], [-1.54, -0.31, -2.14], [-2.03, 0.70, -3.17], [-0.87, 1.25, -4.00], [0.16, 1.87, -3.06], [0.63, 0.85, -2.04], [-1.06, 1.30, -0.33], [-2.45, -1.13, 0.54], [-2.44, -2.84, 0.95], [-1.34, -1.72, 1.78], [-0.89, -2.67, -1.07], [0.11, -2.80, 0.35], [1.12, -1.06, -0.81], [0.33, -0.41, 0.63], [-1.09, -1.17, -2.64], [-2.36, -0.65, -1.51], [-2.76, 0.18, -3.80], [-2.56, 1.51, -2.68], [-1.22, 1.97, -4.73], [-0.41, 0.43, -4.56], [-0.26, 2.74, -2.56], [1.04, 2.21, -3.61], [1.33, 1.28, -1.32], [1.13, 0.01, -2.55], [-0.27, 1.72, 0.28], [-1.78, 0.84, 0.33], [-1.54, 2.07, -0.93]], "max_force_ev_per_a": 0.404, "homo_lumo_gap_ev": 7.68, "spin_multiplicity": 1, "lumo_energy_ev": 0.03, "charge": 0}

[6]
{"formula": "C18H9Br4N6O2ReS3", "method": "ωB97M-V/def2-TZVPD", "species": ["Re", "C", "C", "N", "N", "C", "N", "S", "C", "C", "C", "C", "C", "N", "H", "H", "H", "H", "H", "H", "H", "H", "H", "Br", "C", "C", "Br", "C", "Br", "C", "O", "C", "O", "C", "Br", "S", "C", "C", "N", "C", "S", "C", "N"], "xyz": [[-0.60, 0.35, 0.82], [0.20, 2.19, -3.04], [-0.12, 1.32, -1.87], [0.03, 1.69, -0.65], [0.49, 2.96, -0.39], [0.66, 3.18, 0.89], [1.17, 4.40, 1.19], [0.35, 2.11, 2.21], [-0.58, -0.06, -2.06], [-0.65, -0.66, -3.30], [-1.02, -1.99, -3.40], [-1.32, -2.69, -2.25], [-1.27, -2.04, -1.03], [-0.91, -0.75, -0.95], [0.52, 3.16, -2.70], [-0.69, 2.31, -3.68], [0.99, 1.74, -3.65], [1.19, 5.09, 0.46], [1.09, 4.72, 2.14], [-0.38, -0.09, -4.18], [-1.06, -2.48, -4.36], [-1.61, -3.74, -2.27], [-1.51, -2.52, -0.10], [6.38, -2.56, 1.22], [4.57, -2.05, 1.44], [3.92, -2.25, 2.65], [4.81, -3.03, 4.13], [2.57, -1.86, 2.76], [1.58, -2.12, 4.35], [1.89, -1.28, 1.72], [0.58, -0.95, 1.84], [2.54, -1.05, 0.48], [1.84, -0.52, -0.46], [3.88, -1.46, 0.37], [4.66, -1.18, -1.34], [-2.11, -0.98, 2.17], [-3.68, -0.28, 1.89], [-4.82, -0.97, 2.47], [-5.71, -1.54, 2.92], [-3.87, 0.85, 1.18], [-2.57, 1.72, 0.41], [-5.19, 1.42, 1.04], [-6.24, 1.89, 0.93]], "max_force_ev_per_a": 1.502, "homo_lumo_gap_ev": [5.81, 5.36], "spin_multiplicity": 4, "lumo_energy_ev": [1.35, 0.88], "s_squared": 3.782, "charge": -1}